[1]
{"formula": "C36H73NO13", "method": "wB97M-V/def2-TZVPD", "orbital_gap_ev": 6.277, "total_energy_ev": -66602.2732, "lumo_ev": -2.81, "relative_energy_ev": 2.891, "symbols": ["C", "C", "O", "N", "H", "H", "C", "H", "H", "H", "H", "H", "H", "O", "H", "C", "C", "C", "O", "H", "H", "H", "H", "H", "H", "H", "H", "C", "C", "C", "O", "H", "H", "H", "H", "H", "H", "H", "H", "C", "C", "C", "O", "H", "H", "H", "H", "H", "H", "H", "H", "C", "C", "C", "O", "H", "H", "H", "H", "H", "H", "H", "H", "C", "C", "C", "O", "H", "H", "H", "H", "H", "H", "H", "H", "C", "C", "C", "O", "H", "H", "H", "H", "H", "H", "H", "H", "C", "C", "C", "O", "H", "H", "H", "H", "H", "H", "H", "H", "C", "C", "C", "O", "C", "C", "C", "O", "H", "H", "H", "H", "C", "C", "C", "O", "C", "C", "C", "O", "H", "H", "H", "H"], "coordinates": [[1.600, 0.880, -1.977], [0.801, 0.893, -0.680], [1.203, 1.353, 0.252], [-0.568, 0.218, -0.623], [-1.342, 0.522, -1.359], [-0.513, -0.772, -0.830], [-1.060, 0.221, 0.788], [1.062, -0.008, -2.770], [2.710, 0.652, -1.850], [1.530, 1.788, -2.416], [-2.024, -0.428, 0.889], [-1.492, 1.128, 1.010], [-0.437, 0.032, 1.612], [-0.227, -2.124, -1.346], [0.180, -2.951, -1.485], [-5.468, 3.300, -0.483], [-4.245, 3.484, 0.385], [-4.207, 2.645, 1.675], [-3.117, 3.012, -0.398], [-5.451, 3.749, -1.567], [-6.021, 3.733, 0.045], [-5.737, 2.291, -0.636], [-4.141, 4.523, 0.515], [-5.022, 2.686, 2.376], [-3.216, 2.663, 2.091], [-4.177, 1.592, 1.419], [-3.545, 2.515, -1.027], [1.410, -4.653, 1.501], [0.648, -3.410, 1.856], [0.659, -3.105, 3.343], [1.030, -2.228, 1.192], [2.535, -4.588, 1.324], [1.205, -4.946, 0.435], [1.289, -5.286, 2.187], [-0.513, -3.596, 1.601], [0.479, -3.949, 4.064], [0.093, -2.212, 3.697], [1.628, -2.835, 3.433], [0.639, -2.273, 0.353], [-2.132, -5.275, -0.134], [-3.028, -4.058, -0.385], [-4.372, -4.132, 0.262], [-2.476, -2.849, 0.009], [-1.290, -5.073, -0.635], [-2.644, -6.353, -0.207], [-1.983, -5.421, 0.996], [-3.152, -4.154, -1.342], [-4.388, -4.546, 1.313], [-4.781, -4.720, -0.340], [-4.784, -3.072, 0.125], [-1.524, -2.652, -0.522], [-1.814, -1.728, -5.985], [-1.043, -2.276, -4.804], [0.422, -1.891, -4.815], [-1.640, -1.656, -3.629], [-1.734, -0.665, -6.323], [-2.811, -1.708, -5.609], [-1.697, -2.460, -6.765], [-1.017, -3.372, -4.687], [1.058, -2.313, -5.757], [1.103, -2.145, -3.990], [0.457, -0.850, -4.993], [-1.040, -1.726, -2.812], [4.667, -3.235, 0.481], [4.315, -1.955, -0.252], [5.428, -0.880, -0.338], [3.674, -2.164, -1.448], [5.745, -3.390, 0.047], [4.104, -3.874, 0.344], [4.701, -3.054, 1.555], [3.606, -1.349, 0.293], [5.242, -0.052, -1.064], [6.302, -1.345, -0.804], [5.700, -0.554, 0.538], [2.835, -2.097, -1.418], [-3.958, 1.759, -4.580], [-2.524, 1.949, -4.074], [-2.147, 3.385, -3.734], [-2.200, 1.121, -2.928], [-3.900, 0.603, -4.736], [-4.190, 2.529, -5.333], [-4.656, 1.868, -3.781], [-1.707, 1.701, -4.834], [-2.243, 4.213, -4.359], [-1.095, 3.350, -3.624], [-2.453, 3.918, -2.752], [-2.142, 0.263, -3.136], [5.153, 4.922, -2.247], [4.849, 3.468, -1.848], [4.523, 3.376, -0.369], [3.717, 3.007, -2.600], [4.378, 5.604, -1.646], [4.674, 4.960, -3.178], [6.125, 5.144, -2.015], [5.711, 2.751, -1.884], [5.111, 4.117, 0.254], [4.300, 2.286, -0.127], [3.584, 3.767, -0.206], [4.002, 2.717, -3.529], [-2.602, -0.135, 4.825], [-3.719, -0.245, 5.911], [-3.938, 0.919, 6.732], [-4.742, 0.902, 7.736], [-3.207, 2.142, 6.383], [-2.212, 2.176, 5.302], [-1.907, 1.068, 4.503], [-0.951, 1.003, 3.733], [-2.578, -1.070, 4.159], [-4.213, -1.271, 6.083], [-3.687, 2.975, 6.855], [-1.730, 3.259, 5.173], [5.224, 1.640, 3.892], [4.355, 2.910, 4.315], [2.894, 2.885, 3.870], [2.276, 3.989, 4.049], [2.275, 1.683, 3.447], [3.038, 0.447, 3.318], [4.550, 0.491, 3.416], [5.195, -0.609, 3.150], [6.175, 1.661, 4.020], [4.821, 3.608, 4.804], [1.103, 1.814, 3.066], [2.481, -0.493, 3.023]], "atomic_forces_ev_per_a": [[-1.24, -6.20, -1.14], [-1.70, -3.23, -7.36], [2.57, 3.44, 7.33], [-1.74, 1.60, 0.38], [1.92, 0.36, 1.72], [1.19, -1.52, -0.75], [-3.79, -1.36, -0.67], [1.78, 2.72, 2.32], [-1.72, 0.13, 0.24], [-0.32, 2.90, -1.45], [2.02, 0.37, -0.59], [-0.58, 2.59, 0.17], [1.55, -0.82, 0.11], [-0.72, 0.61, 0.21], [0.78, -1.47, -0.44], [7.96, -4.35, -8.22], [1.21, -2.46, -1.31], [0.01, -0.70, -0.95], [1.40, 2.04, 2.51], [0.41, -0.35, 2.23], [-9.92, 6.34, 7.07], [-0.33, -1.36, 0.19], [0.46, 1.36, 0.64], [-0.18, 0.77, 0.46], [0.36, 1.00, 0.76], [-0.50, -0.43, -0.77], [-0.78, -1.97, -2.57], [3.04, 4.90, -7.16], [-4.21, -0.06, 0.19], [-1.88, -0.58, 0.74], [1.42, 0.07, 2.01], [-1.16, 0.76, 1.07], [-0.71, -0.36, 1.16], [-1.37, -5.78, 4.97], [2.39, 0.15, 0.17], [-0.02, 0.58, -1.02], [-0.08, -0.70, -0.73], [3.53, 0.95, 1.16], [-1.00, 0.21, -2.40], [-4.22, -2.67, 4.99], [0.87, -0.69, 5.52], [2.85, 5.33, 4.70], [3.71, 1.25, -1.28], [3.46, -0.27, -1.80], [1.00, 2.36, -1.19], [0.54, 0.92, -1.30], [-1.03, 0.47, -6.02], [0.07, 0.81, -1.03], [-4.80, -5.25, -4.61], [0.13, -1.63, 0.69], [-2.62, -0.46, 1.22], [-0.20, -0.15, 0.33], [1.42, 1.08, 1.81], [2.51, -1.22, -2.75], [0.51, -0.01, 0.42], [1.09, -0.87, 0.38], [-1.20, -0.55, -0.12], [-0.26, 0.16, -0.82], [-0.98, 0.18, -0.35], [-1.82, 0.63, 1.85], [-0.85, -0.08, 0.21], [0.24, 1.45, 0.10], [-0.50, -0.64, -0.93], [12.11, 11.78, 1.47], [-1.05, 2.73, 1.92], [-0.49, -2.76, -6.29], [9.34, -1.53, -3.07], [-1.83, -0.73, 1.18], [-9.56, -11.23, -2.98], [0.44, 0.17, 0.01], [-0.74, -0.30, 1.10], [-0.59, -0.47, 0.78], [0.31, -0.12, 0.13], [1.27, 1.86, 4.93], [-9.21, 0.78, 0.80], [1.85, -2.36, 0.47], [1.16, 0.99, -0.44], [0.35, 0.49, 3.48], [-0.87, 5.89, 1.60], [-1.04, 2.06, -0.99], [0.06, -1.09, -0.33], [-0.42, 0.31, 0.80], [-1.57, -0.10, 0.34], [-0.90, 0.66, -2.26], [1.38, -0.01, 0.37], [-0.18, -1.72, -1.04], [0.19, -5.53, -2.12], [-4.65, -0.72, 2.40], [0.68, -0.16, 1.07], [0.18, -0.89, 0.08], [0.73, -0.93, -1.61], [1.88, -1.27, -0.77], [0.73, 0.75, -2.06], [2.39, 1.13, -0.23], [-0.40, 0.74, -1.07], [0.20, -1.79, -0.42], [1.30, 1.24, 0.53], [-2.57, 1.18, -0.02], [-0.41, 0.72, 2.11], [-7.13, -4.16, 3.42], [4.76, -1.58, -4.81], [-2.51, -0.42, 3.32], [2.64, 0.20, -3.41], [2.64, -0.53, -4.32], [-3.39, 5.79, 5.32], [2.28, -1.62, -0.31], [-0.60, 0.57, -0.20], [0.58, 1.68, 1.04], [0.79, 2.02, -0.22], [0.76, 0.82, 0.30], [-0.89, -2.80, -0.16], [-9.66, 6.92, 1.52], [0.65, -10.96, -5.61], [0.63, 4.91, 2.60], [1.34, -3.28, -0.92], [-1.15, -4.65, -2.50], [-2.65, 3.73, -0.17], [0.31, -5.51, -0.93], [-2.19, 4.14, 0.81], [6.13, -0.03, 0.90], [2.09, 4.26, 2.47], [3.37, -0.71, 1.43], [1.09, 1.13, 0.26]], "lowdin_charge": [0.04, -0.43, 0.21, 0.11, 0.19, 0.01, -0.03, 0.16, 0.10, 0.02, 0.14, 0.03, 0.05, -0.32, -0.01, -0.03, -0.40, -0.03, -0.05, 0.14, -0.05, 0.08, 0.12, 0.08, 0.06, 0.07, 0.00, -0.02, -0.48, -0.05, -0.04, 0.09, 0.10, -0.01, 0.16, 0.10, 0.08, 0.02, -0.01, -0.05, -0.56, -0.04, -0.12, 0.01, 0.13, 0.09, 0.07, 0.11, -0.02, 0.12, 0.10, -0.05, -0.46, -0.09, -0.12, 0.10, 0.06, 0.08, 0.14, 0.13, 0.06, 0.04, 0.05, 0.01, -0.47, -0.02, 0.04, 0.14, -0.09, 0.10, 0.11, 0.08, 0.08, 0.00, -0.04, -0.03, -0.44, -0.06, -0.05, 0.11, 0.09, 0.05, 0.15, 0.05, 0.05, 0.11, -0.03, -0.04, -0.50, -0.08, -0.10, 0.13, 0.05, 0.04, 0.14, 0.11, 0.09, 0.04, 0.14, 0.08, 0.08, -0.41, 0.06, 0.06, 0.04, -0.49, 0.07, 0.13, 0.14, 0.11, 0.17, 0.10, 0.18, -0.40, 0.04, 0.00, 0.08, -0.36, 0.02, 0.03, 0.03, 0.16, 0.12]}

[2]
{"formula": "C36H74Cl2F3N2O10", "method": "wB97M-V/def2-TZVPD", "orbital_gap_ev": 7.089, "total_energy_ev": -95170.8440, "lumo_ev": -3.96, "total_charge": 1, "symbols": ["C", "C", "C", "C", "C", "C", "O", "C", "C", "C", "C", "C", "Cl", "C", "C", "Cl", "C", "C", "N", "N", "C", "C", "O", "C", "C", "C", "C", "C", "C", "C", "C", "C", "C", "C", "F", "F", "F", "H", "H", "H", "H", "H", "H", "H", "H", "H", "H", "H", "H", "H", "H", "H", "H", "H", "H", "H", "H", "H", "H", "H", "H", "H", "H", "H", "H", "H", "H", "H", "H", "H", "H", "H", "H", "H", "H", "H", "H", "H", "H", "C", "O", "H", "H", "H", "H", "C", "O", "H", "H", "H", "H", "C", "O", "H", "H", "H", "H", "C", "O", "H", "H", "H", "H", "C", "O", "H", "H", "H", "H", "C", "O", "H", "H", "H", "H", "C", "O", "H", "H", "H", "H", "C", "O", "H", "H", "H", "H"], "coordinates": [[2.420, 2.398, 0.888], [2.461, 1.526, -0.190], [1.319, 1.203, -1.141], [1.855, 0.434, -2.355], [2.699, -0.814, -1.998], [2.332, -2.054, -2.840], [1.754, -3.079, -2.062], [2.748, -3.929, -1.491], [0.895, 2.629, -1.716], [1.994, 3.653, -2.035], [1.664, 4.329, -3.375], [1.928, 3.422, -4.579], [2.635, 5.816, -3.578], [-0.187, 3.098, -0.769], [-0.551, 4.530, -0.633], [-0.652, 5.035, 1.080], [-1.891, 4.775, -1.372], [-2.232, 6.282, -1.322], [-0.675, 2.090, -0.137], [-1.652, 2.172, 0.830], [-0.063, 0.823, -0.569], [-1.026, 0.209, -1.629], [-2.376, 0.504, -1.294], [-3.255, -0.268, -2.070], [-3.288, -0.106, -3.449], [-4.108, -0.862, -4.277], [-4.116, -0.708, -5.779], [-4.938, -1.808, -3.669], [-4.936, -1.947, -2.284], [-4.102, -1.197, -1.455], [-4.102, -1.374, 0.053], [-4.478, -0.068, 0.795], [-5.007, -2.496, 0.534], [0.024, -0.225, 0.552], [0.629, 0.251, 1.637], [0.637, -1.316, 0.127], [-1.197, -0.613, 0.954], [1.956, 2.153, 1.838], [2.898, 3.371, 0.779], [3.426, 1.062, -0.397], [1.079, 0.120, -3.051], [2.503, 1.105, -2.913], [3.738, -0.592, -2.250], [2.692, -1.046, -0.936], [3.237, -2.423, -3.332], [1.635, -1.810, -3.644], [3.181, -4.619, -2.218], [3.561, -3.294, -1.125], [2.282, -4.445, -0.659], [0.353, 2.442, -2.652], [2.962, 3.174, -2.169], [2.059, 4.414, -1.262], [0.603, 4.590, -3.386], [2.804, 2.801, -4.408], [1.969, 3.977, -5.509], [1.081, 2.734, -4.673], [0.169, 5.196, -1.094], [-2.706, 4.219, -0.909], [-1.754, 4.448, -2.403], [-2.861, 6.516, -0.470], [-2.659, 6.604, -2.267], [-1.300, 6.837, -1.205], [-2.189, 1.308, 0.862], [-2.301, 2.922, 0.627], [-0.797, 0.668, -2.589], [-0.901, -0.871, -1.718], [-2.649, 0.645, -3.907], [-4.919, -0.034, -6.072], [-3.155, -0.371, -6.161], [-4.300, -1.692, -6.206], [-5.571, -2.413, -4.304], [-5.623, -2.673, -1.876], [-3.098, -1.640, 0.373], [-5.535, -0.063, 1.054], [-4.287, 0.828, 0.202], [-3.910, 0.007, 1.726], [-4.736, -3.422, 0.018], [-4.938, -2.691, 1.602], [-6.055, -2.325, 0.281], [1.714, -6.453, 1.467], [2.726, -6.822, 0.536], [0.813, -6.216, 0.905], [1.498, -7.275, 2.153], [2.018, -5.572, 2.042], [3.518, -7.030, 1.039], [-0.854, -3.787, 3.037], [-1.356, -3.584, 1.718], [-1.547, -4.440, 3.561], [0.130, -4.261, 3.008], [-0.783, -2.837, 3.575], [-0.739, -3.009, 1.260], [0.929, 1.053, 5.203], [0.329, 2.242, 4.686], [1.615, 1.332, 5.997], [0.157, 0.392, 5.607], [1.481, 0.535, 4.414], [-0.277, 1.984, 3.985], [-4.135, -6.537, -1.797], [-4.174, -5.817, -0.568], [-5.060, -6.336, -2.332], [-3.290, -6.211, -2.410], [-4.055, -7.611, -1.614], [-3.354, -5.998, -0.100], [4.960, -2.162, 1.250], [5.937, -2.530, 0.288], [4.045, -1.910, 0.716], [4.764, -2.996, 1.929], [5.292, -1.292, 1.824], [6.746, -2.754, 0.764], [-1.258, 0.655, 8.250], [-1.958, 1.649, 7.506], [-1.750, 0.547, 9.212], [-1.286, -0.304, 7.724], [-0.221, 0.963, 8.410], [-1.519, 1.748, 6.656], [-1.699, 8.403, 2.830], [-2.330, 7.133, 2.967], [-2.092, 9.055, 3.605], [-0.616, 8.315, 2.957], [-1.917, 8.843, 1.853], [-1.981, 6.558, 2.282], [9.863, -2.267, 1.811], [9.068, -3.421, 2.086], [9.547, -1.476, 2.487], [10.920, -2.478, 1.979], [9.719, -1.934, 0.780], [9.353, -4.118, 1.489]], "atomic_forces_ev_per_a": [[-0.13, -0.66, -0.51], [-0.19, 0.04, 1.23], [-0.44, 0.81, -0.25], [0.41, -1.14, 0.66], [0.36, 0.16, -0.95], [0.15, -0.26, 0.26], [-0.11, -0.15, -0.30], [0.03, 0.80, 0.18], [-0.25, -0.03, 0.13], [-0.40, 0.11, -0.70], [0.18, -0.21, -0.33], [-0.75, -0.45, 0.53], [-0.13, 0.06, 0.28], [1.61, -0.13, -0.03], [-1.51, -0.09, -0.10], [0.30, -0.21, -0.03], [0.14, 0.85, 0.45], [0.67, -0.40, -0.22], [-0.08, 1.15, 0.12], [-0.18, -0.52, 0.38], [-0.70, -2.16, -0.19], [-0.15, 0.45, -0.30], [0.28, -0.25, -0.08], [-0.80, -0.53, -0.39], [0.39, 0.45, -0.12], [-0.10, -0.35, 0.27], [0.03, -0.32, 0.50], [0.50, 0.58, 0.13], [-0.15, 0.03, -0.57], [0.07, 0.04, 0.34], [-0.30, 0.35, 0.45], [0.15, 0.00, -0.10], [-0.04, -0.69, -0.67], [-0.54, 0.68, 0.49], [0.39, -0.07, 0.20], [0.40, -0.08, -0.08], [-0.22, 0.00, 0.09], [-1.67, 0.93, -0.55], [1.80, -0.75, 0.97], [0.40, 1.46, -1.58], [-0.22, 0.23, 0.12], [-0.09, 0.23, 0.03], [0.06, 0.14, 0.22], [-0.19, -0.12, 0.00], [-0.01, -0.11, -0.02], [-0.14, 0.08, 0.10], [-0.23, -0.13, -0.06], [0.13, -0.24, 0.23], [0.10, -0.27, -0.05], [0.07, -0.17, -0.06], [0.07, -0.05, 0.37], [0.27, -0.09, 0.13], [0.06, 0.46, -0.02], [0.28, 0.25, -0.28], [0.23, 0.07, -0.01], [0.05, -0.08, -0.09], [0.34, -0.27, 0.00], [0.03, -0.28, -0.19], [-0.09, -0.13, -0.02], [-0.19, 0.10, -0.11], [-0.37, 0.05, 0.14], [-0.05, 0.18, 0.00], [0.15, -0.08, -0.16], [0.17, 0.16, -0.03], [0.00, -0.11, -0.09], [0.28, -0.02, 0.05], [0.02, -0.02, 0.02], [0.08, 0.06, -0.23], [-0.04, 0.24, -0.02], [-0.13, 0.07, -0.21], [-0.11, -0.11, 0.16], [0.11, -0.02, 0.25], [0.15, -0.07, -0.19], [-0.04, 0.02, -0.01], [0.01, 0.00, -0.04], [-0.10, 0.00, 0.10], [0.04, -0.08, 0.22], [0.12, 0.24, 0.07], [-0.03, 0.24, 0.13], [0.26, -0.10, -0.03], [-0.12, 0.12, 0.06], [0.01, -0.01, -0.03], [-0.10, 0.06, 0.05], [-0.09, 0.01, 0.04], [0.04, -0.06, -0.08], [0.08, 0.14, -0.21], [-0.06, -0.08, 0.09], [-0.03, 0.00, -0.03], [-0.02, -0.01, 0.11], [0.01, -0.06, 0.10], [0.01, -0.07, -0.10], [-0.29, 0.07, -0.32], [0.07, 0.00, 0.09], [-0.03, 0.09, -0.01], [0.16, -0.15, 0.06], [0.07, -0.13, 0.13], [-0.02, 0.05, -0.01], [0.18, 0.03, 0.21], [-0.05, 0.01, -0.13], [-0.02, 0.02, 0.04], [-0.05, -0.05, -0.09], [-0.04, -0.02, -0.11], [-0.02, 0.07, 0.07], [0.42, -0.12, 0.01], [-0.06, 0.08, -0.03], [-0.02, -0.02, 0.00], [-0.16, 0.10, 0.08], [-0.14, 0.00, 0.08], [0.02, -0.04, -0.03], [0.00, 0.24, -0.37], [-0.06, -0.13, 0.08], [-0.04, 0.03, -0.01], [0.08, -0.08, 0.15], [0.03, -0.15, 0.10], [0.04, 0.15, 0.03], [0.02, -0.24, -0.13], [-0.05, 0.09, 0.05], [-0.03, -0.03, 0.02], [0.01, 0.11, 0.01], [0.04, 0.10, 0.03], [-0.10, 0.09, 0.04], [0.01, -0.24, -0.09], [-0.17, 0.18, -0.11], [-0.03, -0.03, 0.03], [0.02, 0.10, 0.00], [0.06, 0.09, 0.02], [0.00, -0.06, 0.06]], "lowdin_charge": [0.07, -0.07, -0.27, -0.10, -0.14, -0.22, -0.20, -0.07, -0.15, -0.18, -0.74, -0.11, 0.65, -0.14, -0.58, 0.79, -0.22, -0.08, 0.03, 0.20, -0.15, -0.07, -0.07, -0.21, 0.02, -0.26, -0.04, -0.02, 0.00, -0.10, -0.34, -0.05, -0.07, -0.56, 0.17, 0.20, 0.15, 0.06, 0.08, 0.13, 0.11, 0.11, 0.12, 0.09, 0.12, 0.12, 0.10, 0.07, 0.08, 0.14, 0.13, 0.10, 0.09, 0.08, 0.08, 0.08, 0.10, 0.11, 0.12, 0.08, 0.08, 0.08, 0.08, 0.09, 0.12, 0.16, 0.12, 0.09, 0.08, 0.08, 0.12, 0.11, 0.11, 0.09, 0.06, 0.08, 0.06, 0.09, 0.09, -0.17, -0.13, 0.08, 0.08, 0.06, 0.08, -0.14, -0.13, 0.08, 0.06, 0.07, 0.04, -0.14, -0.13, 0.09, 0.07, 0.07, 0.06, -0.15, -0.13, 0.08, 0.08, 0.08, 0.07, -0.16, -0.13, 0.05, 0.08, 0.08, 0.06, -0.16, -0.12, 0.08, 0.07, 0.07, 0.04, -0.15, -0.15, 0.08, 0.08, 0.07, -0.04, -0.15, -0.13, 0.08, 0.08, 0.08, 0.08]}